1.
Molecular formula: C18H20N2O6S
Method: DFT, ωB97M-V/def2-TZVPD

The calculation puts the energy above the lowest of the compared OMol25 structures with the same formula, charge and spin at 467.14 kcal/mol. As for the frontier orbital gap: 7.19 eV. The charge is 0. The value obtained for the HOMO energy is -0.3192 hartree.

Each line ends with the natural charge from an NBO analysis.
Geometry (Å):
C1 -0.4341 -0.7368 0.6712  -0.596
H1 -0.8345 -0.8901 1.5338  0.190
H2 0.0563 -1.6066 0.2236  0.209
H3 0.4124 -0.1022 0.7164  0.220
C2 -1.3975 -0.3511 -0.6359  -0.104
N1 -1.9927 1.0584 -0.1099  -0.463
C3 -1.4263 2.1785 -0.3585  0.676
O1 -1.8143 3.4164 -0.3591  -0.651
C4 -0.1425 2.2744 -1.5053  -0.116
H4 -0.3421 1.8464 -2.4160  0.178
H5 0.2286 3.4734 -1.4846  0.258
O2 0.8370 1.5099 -1.0069  -0.534
C5 2.2203 1.7048 -1.0304  0.744
O3 2.5396 3.0429 -1.3214  -0.593
C6 3.1188 0.9075 -0.3785  -0.190
C7 3.8853 1.3901 0.8224  -0.154
C8 4.8910 0.4158 1.5206  0.592
O4 5.5733 0.9039 2.4199  -0.631
N2 4.8839 -0.6555 1.0775  -0.530
C9 3.9619 -1.2629 0.2868  0.236
C10 3.9878 -2.6876 -0.1803  -0.215
C11 3.1319 -3.1281 -0.9267  -0.236
C12 2.4113 -2.2912 -1.7870  -0.161
C13 2.2987 -1.0036 -1.4229  -0.247
C14 3.1276 -0.3082 -0.8188  -0.027
H6 1.8094 -0.4021 -2.2074  0.216
H7 1.8285 -3.0204 -2.6325  0.238
H8 3.3248 -4.1220 -1.3113  0.225
H9 4.6147 -3.3450 0.6047  0.202
H10 5.4263 -1.4159 1.7373  0.416
H11 3.9778 2.5870 0.8777  0.280
C15 -3.2773 1.2602 0.3439  -0.080
C16 -4.3424 0.8507 -0.4134  -0.724
H12 -5.3021 1.2615 -0.3125  0.287
H13 -4.1354 0.7222 -1.4801  0.301
S1 -4.7239 -0.6874 0.1482  1.945
O5 -4.1443 -1.8433 -0.9560  -0.919
O6 -6.1737 -0.9917 0.6282  -0.890
C17 -3.8479 -0.8157 1.6973  -0.677
C18 -3.5150 0.7132 1.9321  -0.435
H14 -2.3897 0.6005 2.5592  0.240
H15 -4.3115 1.1985 2.6240  0.257
H16 -3.1082 -1.6039 1.6007  0.260
H17 -4.5489 -1.3302 2.4942  0.288
H18 -3.4417 2.4279 0.5637  0.310
H19 -2.1108 -0.9129 -0.6473  0.200
H20 -0.7903 -0.2292 -1.3809  0.202

2.
Molecular formula: C18H20N2OS
Method: DFT, ωB97M-V/def2-TZVPD

The calculation puts the energy above the lowest of the compared OMol25 structures with the same formula, charge and spin at 32.21 kcal/mol. As for the frontier orbital gap: 8.41 eV. The charge is 0. The value obtained for the HOMO energy is -0.2842 hartree. As for the structure (SMILES): CCOc1ccc(NC(=S)Nc2ccccc2C2CC2)cc1.

Each line ends with the natural charge from an NBO analysis.
Geometry (Å):
C1 5.3851 0.5658 0.2032  -0.617
C2 3.9664 0.9065 0.6310  -0.062
O1 3.1772 1.0053 -0.5383  -0.499
C3 1.8485 1.2563 -0.4149  0.296
C4 1.1239 1.3084 -1.6079  -0.243
C5 -0.2371 1.5115 -1.5949  -0.230
C6 -0.9132 1.6630 -0.3866  0.176
C7 -0.1835 1.6880 0.7943  -0.238
C8 1.1827 1.4744 0.7862  -0.253
H1 1.7138 1.4863 1.7241  0.217
H2 -0.6837 1.8855 1.7294  0.223
N1 -2.3070 1.8171 -0.3878  -0.626
C9 -3.2100 1.3502 0.5086  0.290
N2 -2.8962 0.3288 1.3438  -0.624
C10 -1.8145 -0.5717 1.2663  0.135
C11 -1.0640 -0.7845 2.4185  -0.211
C12 0.0521 -1.5959 2.3931  -0.219
C13 0.4279 -2.1960 1.2035  -0.226
C14 -0.3521 -2.0385 0.0746  -0.151
C15 -1.5030 -1.2555 0.0826  -0.028
C16 -2.4008 -1.1995 -1.0913  -0.266
C17 -1.8625 -1.2050 -2.4983  -0.407
C18 -2.5652 -2.4111 -1.9754  -0.402
H3 -3.5569 -2.6286 -2.3416  0.221
H4 -1.9865 -3.2924 -1.7465  0.213
H5 -0.7915 -1.2439 -2.6248  0.218
H6 -2.3669 -0.5959 -3.2330  0.219
H7 -3.3045 -0.6262 -0.9330  0.238
H8 -0.0635 -2.5463 -0.8327  0.202
H9 1.3172 -2.8068 1.1605  0.214
H10 0.6316 -1.7469 3.2912  0.216
H11 -1.3572 -0.2873 3.3322  0.215
H12 -3.5563 0.1972 2.0980  0.427
S1 -4.7242 2.0192 0.5691  -0.267
H13 -2.7043 2.4177 -1.0973  0.424
H14 -0.7887 1.5437 -2.5220  0.218
H15 1.6563 1.1760 -2.5363  0.225
H16 3.5666 0.1213 1.2879  0.172
H17 3.9544 1.8606 1.1761  0.171
H18 5.7713 1.3432 -0.4499  0.215
H19 6.0252 0.4821 1.0767  0.213
H20 5.3933 -0.3761 -0.3382  0.214

3.
Molecular formula: C18H20N3O9STi
Method: DFT, ωB97M-V/def2-TZVPD

As for the multiplicity: 3. The calculation puts the energy above the lowest of the compared OMol25 structures with the same formula, charge and spin at 5.25 kcal/mol. As for the frontier orbital gap (alpha / beta): 5.27 / 8.60 eV. The charge is -1. The value obtained for the HOMO energy (alpha / beta) is -0.1084 / -0.2309 hartree.

Each line ends with the Löwdin spin population.
Geometry (Å):
Ti1 -0.3908 -2.2308 -0.8911  1.768
C1 -3.5944 -0.7388 1.3792  0.000
C2 -2.9516 -2.0459 0.9438  0.002
C3 -3.8823 -3.2356 1.1142  0.000
O1 -2.6050 -1.9215 -0.4564  0.025
C4 -1.6634 -2.3288 1.7697  0.004
O2 -1.7274 -2.1111 2.9792  0.003
O3 -0.6728 -2.8090 1.1295  0.017
H1 -4.5296 -0.5775 0.8385  0.000
H2 -2.9199 0.0914 1.1632  0.000
H3 -3.7807 -0.7687 2.4508  0.000
H4 -4.8109 -3.0722 0.5586  0.000
H5 -4.1217 -3.3794 2.1670  0.000
H6 -3.4010 -4.1402 0.7366  0.000
H7 -3.1531 -2.5086 -0.9947  0.002
O4 -0.5264 -4.3630 -1.7064  0.031
N1 -1.5681 -3.8978 -2.2447  0.020
O5 -2.6423 -4.4929 -2.1909  0.014
O6 -1.4924 -2.7456 -2.7762  0.025
N2 0.2327 1.2867 1.7028  0.005
C5 0.2723 -0.0100 1.2962  0.015
N3 -0.2564 -0.1779 0.1185  0.011
C6 -0.6841 1.0739 -0.2919  0.005
C7 -1.3140 1.4604 -1.4696  0.003
C8 -1.6232 2.7988 -1.6149  0.001
C9 -1.3172 3.7345 -0.6139  -0.001
C10 -0.6932 3.3623 0.5625  0.001
C11 -0.3820 2.0148 0.7023  0.000
H8 0.5669 1.6304 2.5839  0.000
H9 0.6745 -0.8159 1.8914  0.001
H10 -1.5359 0.7203 -2.2284  0.003
H11 -2.1130 3.1399 -2.5179  0.000
H12 -1.5772 4.7744 -0.7665  0.000
H13 -0.4581 4.0895 1.3294  0.000
C12 4.4040 3.4748 0.9178  0.000
C13 3.8964 2.2256 0.2448  0.000
C14 4.4557 0.9811 0.5325  0.000
C15 3.9779 -0.1704 -0.0711  0.000
C16 2.9236 -0.0869 -0.9714  0.001
C17 2.3666 1.1418 -1.2830  0.000
C18 2.8544 2.2897 -0.6707  0.000
S1 2.2787 -1.5729 -1.6954  0.004
O7 3.3430 -2.1606 -2.4586  0.000
O8 1.0733 -1.1554 -2.4308  0.019
O9 1.8250 -2.3896 -0.5483  0.019
H14 5.3092 3.2731 1.4904  0.000
H15 3.6580 3.8822 1.6044  0.000
H16 4.6312 4.2522 0.1865  0.000
H17 5.2753 0.9161 1.2394  0.000
H18 4.4098 -1.1356 0.1621  0.000
H19 1.5531 1.1799 -1.9933  0.000
H20 2.4065 3.2488 -0.9094  0.000

4.
Molecular formula: C18H20N4O8
Method: DFT, ωB97M-V/def2-TZVPD

As for the frontier orbital gap: 8.26 eV. The charge is 0. The value obtained for the HOMO energy is -0.3225 hartree. As for the structure (SMILES): CNC(=O)[C@H](Cc1ccc(O)cc1)NC(C)=O.O=C(O)c1ncc(O)nc1C(=O)O.

Each line ends with the natural charge from an NBO analysis.
Geometry (Å):
O1 -4.1233 -1.3221 3.8110  -0.581
O2 -5.2773 -3.0489 1.1699  -0.552
O3 5.2586 -1.8175 -2.2723  -0.637
O4 4.0430 0.0874 0.9668  -0.645
N1 -4.4629 1.4575 1.6178  -0.315
N2 -4.7827 -0.5241 -0.3501  -0.430
O5 -3.8313 0.8699 4.2385  -0.657
O6 -3.0486 -2.7628 1.4844  -0.661
O7 -5.2057 1.0359 -1.9277  -0.638
O8 -1.5566 3.6838 -0.8876  -0.670
C1 -4.0823 -0.1730 3.4016  0.760
C2 -4.3036 -2.3100 1.2180  0.763
C3 4.8257 -2.4618 -1.3255  0.681
C4 3.5228 0.2704 -0.1288  0.662
C5 -4.7473 1.7663 0.3395  -0.050
C6 -4.9111 0.7691 -0.6347  0.487
C7 -4.3415 0.1399 1.9537  -0.004
C8 -4.4923 -0.8635 0.9388  0.149
C9 -0.1406 2.0879 -1.9784  -0.269
C10 -0.8775 1.7282 0.3230  -0.251
C11 0.5808 0.8792 -1.9380  -0.209
C12 -0.1377 0.5314 0.3676  -0.192
C13 -0.8678 2.5149 -0.8481  0.288
C14 0.5999 0.1090 -0.7570  -0.046
N3 3.4007 1.4947 -0.6608  -0.600
N4 3.6918 -2.1575 -0.6964  -0.600
C15 5.5809 -3.6692 -0.8203  -0.707
C16 3.8177 2.7409 -0.0178  -0.419
C17 1.4552 -1.1445 -0.6769  -0.418
C18 2.9529 -0.9132 -0.9403  -0.113
H1 -3.7223 0.4838 5.1209  0.503
H2 -3.1548 -3.7100 1.6669  0.505
H3 -5.2504 0.1723 -2.3694  0.504
H4 -1.8824 3.9367 -0.0227  0.484
H5 -4.8535 2.8068 0.0498  0.217
H6 -0.1531 2.6948 -2.8715  0.228
H7 -1.4346 2.0524 1.1897  0.208
H8 1.1247 0.5489 -2.8125  0.215
H9 -0.1217 -0.0538 1.2774  0.219
H10 2.9324 1.5657 -1.5499  0.396
H11 3.4295 -2.7094 0.1025  0.399
H12 4.9540 -4.5536 -0.9132  0.222
H13 5.8543 -3.5097 0.2215  0.229
H14 6.4847 -3.7939 -1.4160  0.244
H15 4.4729 3.3016 -0.6858  0.201
H16 2.9388 3.3438 0.2160  0.197
H17 4.3566 2.5339 0.9097  0.240
H18 1.3419 -1.5848 0.3149  0.211
H19 1.0808 -1.8672 -1.4036  0.225
H20 3.0625 -0.6564 -1.9946  0.225